Entry 1:
ORCA calculation (ωB97M-V/def2-TZVPD) on 2 unconnected molecules or ions with the total composition C2H10N2.

```
14
Properties=species:S:1:pos:R:3
N -0.721 -2.121 -1.378
C 0.344 -1.173 -1.035
N 0.712 -1.251 0.377
H -0.358 -2.838 -1.988
H -1.012 -2.543 -0.505
H 0.033 -0.175 -1.302
H 1.218 -1.319 -1.677
H 0.410 -0.411 0.858
H 1.705 -1.366 0.502
C -0.465 2.625 1.232
H 0.537 2.208 1.180
H -0.580 3.162 2.172
H -0.585 3.336 0.415
H -1.237 1.866 1.149
```

Computed properties:
frontier orbital gap = 10.153 eV
SMILES = NCN.C
HOMO energy = -0.3364 Eh
relative energy (zero: lowest compared OMol25 entry of this formula, charge and spin) = 7.4 kcal per mole
maximum force = 0.01310 Eh/bohr
total charge = 0

Löwdin atomic charge list, values in e, 6 entries: -0.0175, -0.3732, 0.0009, 0.0468, 0.0520, 0.0842

=====

Entry 2:
ORCA calculation (ωB97M-V/def2-TZVPD) on 2 unconnected molecules or ions with the total composition C2H10N2 in a non-equilibrium geometry.

```
14
Properties=species:S:1:pos:R:3
C 0.547 -1.712 -2.101
C -0.246 -0.367 -2.507
N -1.682 -0.790 -2.586
H 0.860 -2.385 -2.845
H 1.532 -1.411 -1.809
H -0.149 -2.261 -1.332
H 0.024 0.518 -1.845
H -0.003 0.030 -3.564
H -1.960 -0.390 -1.714
H -2.188 -0.220 -3.168
N 0.780 2.394 5.927
H 0.150 2.261 5.197
H 1.731 2.489 5.679
H 0.604 1.845 6.670
```

Computed properties:
frontier orbital gap = 10.905 eV
SMILES = CCN.N
HOMO energy = -0.3573 Eh
relative energy (zero: lowest compared OMol25 entry of this formula, charge and spin) = 30.9 kcal per mole
maximum force = 0.07088 Eh/bohr
total charge = 0

Löwdin atomic charge list, values in e, 6 entries: -0.1071, -0.3054, -0.0276, 0.0280, 0.0352, 0.1031

=====

Entry 3:
ORCA calculation (ωB97M-V/def2-TZVPD) on 2 unconnected molecules or ions with the total composition C2H10N2 in a non-equilibrium geometry.

```
14
Properties=species:S:1:pos:R:3
C -1.280 0.162 0.313
C -0.592 -1.102 0.777
N 0.807 -1.139 0.254
H -1.179 0.490 -0.761
H -2.338 0.168 0.628
H -0.830 1.023 0.933
H -0.642 -1.084 1.902
H -1.122 -2.039 0.500
H 1.205 -0.182 0.368
H 1.251 -1.747 0.931
N 1.439 1.450 -1.642
H 1.382 1.988 -0.850
H 0.538 1.519 -2.139
H 1.362 0.493 -1.214
```

Computed properties:
frontier orbital gap = 10.807 eV
SMILES = CCN.N
HOMO energy = -0.3610 Eh
relative energy (zero: lowest compared OMol25 entry of this formula, charge and spin) = 12.5 kcal per mole
maximum force = 0.07150 Eh/bohr
total charge = 0

Löwdin atomic charge list, values in e, 6 entries: -0.1460, -0.3566, -0.0321, 0.0692, 0.0671, 0.0907